i | {
  "formula": "C4H10N2",
  "method": "ωB97M-V/def2-TZVPD",
  "symbols": ["H", "N", "C", "N", "H", "H", "H", "C", "C", "C", "H", "H", "H", "H", "H", "H"],
  "coordinates": [[-4.6960, -3.3136, -0.3987], [-4.6591, -3.7395, 0.5714], [-3.4385, -3.9022, 0.9381], [-3.2278, -4.4826, 2.1292], [-2.5475, -3.5341, 0.3605], [-4.1430, -4.6128, 2.8062], [-2.3228, -4.9663, 2.4307], [3.4427, 4.1470, -1.7570], [3.0072, 3.5917, -0.6609], [2.1301, 2.4163, -0.5992], [4.0844, 5.0224, -1.6573], [3.6031, 3.5144, -2.6717], [3.4436, 3.7860, 0.3168], [1.0806, 2.6374, -0.2629], [2.4508, 1.5714, 0.0345], [1.7922, 1.8645, -1.5796]],
  "lumo_ev": 1.01,
  "homo_lumo_gap_ev": 10.03,
  "smiles": "[H]/N=C/N.C=CC",
  "homo_energy_ev": -9.02,
  "charge": 0
}



ii | {
  "formula": "C4H10N2",
  "method": "ωB97M-V/def2-TZVPD",
  "symbols": ["H", "N", "C", "N", "C", "C", "C", "H", "H", "H", "H", "H", "H", "H", "H", "H"],
  "coordinates": [[2.7083, 2.1576, 0.1038], [2.2040, 2.2255, 1.0037], [1.2984, 1.3441, 1.0294], [1.2824, 0.0963, 0.4055], [0.5267, -0.3845, -0.8293], [-1.0841, -0.2676, -0.6942], [-1.8363, -1.2185, 0.2688], [0.3096, 1.6085, 1.3842], [1.9907, -0.5284, 0.6817], [0.7654, 0.1235, -1.7280], [0.7008, -1.4181, -1.0494], [-1.5324, -0.2201, -1.7543], [-1.1981, 0.8133, -0.3610], [-2.2577, -2.1921, -0.2344], [-2.5916, -0.5516, 0.6995], [-1.2861, -1.5878, 1.0741]],
  "lumo_ev": 0.97,
  "homo_lumo_gap_ev": 10.02,
  "smiles": "[H]/N=C\\NCCC",
  "homo_energy_ev": -9.05,
  "charge": 0
}



iii | {
  "formula": "C4H10N2",
  "method": "ωB97M-V/def2-TZVPD",
  "symbols": ["C", "C", "N", "C", "N", "C", "H", "H", "H", "H", "H", "H", "H", "H", "H", "H"],
  "coordinates": [[0.6117, 0.8589, -1.5430], [-0.3649, 0.3371, -0.5217], [-0.1544, -0.8352, 0.2752], [-1.2815, -1.7417, 0.3800], [-0.2734, 0.4630, 0.8963], [1.0630, 0.9078, 1.4211], [1.5961, 0.4150, -1.5285], [0.5166, 2.0053, -1.6928], [0.3606, 0.4991, -2.4856], [-1.5046, 0.4552, -0.9036], [-1.0856, -2.6023, 1.1850], [-2.3925, -1.4638, 0.3948], [-1.3239, -2.3370, -0.4961], [0.8935, 1.4530, 2.4500], [1.6584, 0.0111, 1.5017], [1.6807, 1.5744, 0.6673]],
  "lumo_ev": 1.14,
  "homo_lumo_gap_ev": 10.31,
  "smiles": "CC1N(C)N1C",
  "homo_energy_ev": -9.18,
  "charge": 0
}



ii ends up most stable, edging out the next structure by 0.0082 hartree.



i | {
  "formula": "C4H10N2",
  "method": "ωB97M-V/def2-TZVPD",
  "symbols": ["N", "C", "C", "C", "C", "N", "H", "H", "H", "H", "H", "H", "H", "H", "H", "H"],
  "coordinates": [[-1.1295, -2.7377, 0.7668], [-0.5396, -1.4760, 0.7556], [-0.4270, -0.6336, -0.2940], [-0.5904, 0.8439, -0.0760], [0.7369, 1.6238, -0.0479], [1.5964, 1.2484, -1.1824], [-0.7533, -3.4242, 0.1323], [-1.3991, -3.1294, 1.6509], [-0.2052, -1.0286, 1.6936], [-0.5977, -1.1484, -1.2272], [-1.1238, 1.0973, 0.8367], [-1.1017, 1.2089, -0.9690], [1.2820, 1.5068, 0.8975], [0.5532, 2.7038, 0.0692], [1.1956, 1.6850, -2.0047], [2.5033, 1.6599, -1.0017]],
  "lumo_ev": 1.17,
  "homo_lumo_gap_ev": 8.87,
  "smiles": "N/C=C/CCN",
  "homo_energy_ev": -7.70,
  "charge": 0
}



ii | {
  "formula": "C4H10N2",
  "method": "ωB97M-V/def2-TZVPD",
  "symbols": ["C", "C", "N", "C", "C", "N", "H", "H", "H", "H", "H", "H", "H", "H", "H", "H"],
  "coordinates": [[-0.3447, -0.0443, -1.8071], [-0.5054, -0.7126, -0.3703], [-1.4557, -0.0117, 0.5003], [-0.3855, 0.5772, 1.3702], [0.6713, -0.3519, 0.5716], [1.7929, 0.2481, -0.0850], [-1.1361, -0.3730, -2.4019], [0.6816, -0.0446, -2.3145], [-0.3289, 1.0477, -1.6597], [-0.8238, -1.8325, -0.4401], [-2.1182, 0.6470, 0.1748], [-0.1990, 1.6580, 1.0847], [-0.4886, 0.4277, 2.4262], [1.0925, -1.2792, 1.1764], [1.6168, 1.4146, 0.0062], [2.7295, -0.1310, 0.4541]],
  "lumo_ev": 1.00,
  "homo_lumo_gap_ev": 9.61,
  "smiles": "C[C@@H]1NC[C@@H]1N",
  "homo_energy_ev": -8.60,
  "charge": 0
}



i ends up most stable, edging out the next structure by 0.0420 hartree.



i | {
  "formula": "CH3F2N2P",
  "method": "ωB97M-V/def2-TZVPD",
  "symbols": ["H", "N", "C", "P", "N", "F", "F", "H", "H"],
  "coordinates": [[1.3927, -2.0775, 0.5165], [0.4044, -1.7682, 0.2327], [0.2653, -0.5791, -0.0014], [-1.3688, 0.0991, -0.1069], [-1.1921, 1.6238, 0.2079], [-2.2404, -0.6352, -1.2737], [-2.0221, -0.7512, 1.0897], [0.9383, 0.3398, 0.0600], [-2.0407, 2.1578, 0.0291]],
  "lumo_ev": 0.13,
  "homo_lumo_gap_ev": 10.64,
  "smiles": "[H]/N=C/P(=N)(F)F",
  "homo_energy_ev": -10.51,
  "charge": 0
}



ii | {
  "formula": "CH3F2N2P",
  "method": "ωB97M-V/def2-TZVPD",
  "symbols": ["H", "N", "C", "P", "N", "F", "F", "H", "H"],
  "coordinates": [[-1.1171, 2.2702, 0.3527], [-0.3145, 1.7778, 0.2219], [-0.3215, 0.6071, 0.5937], [1.2404, -0.1562, -0.0939], [1.3053, -1.8547, -0.7171], [1.8775, 1.1096, -0.8730], [2.1553, 0.0573, 1.2890], [-1.0582, 0.1486, 1.3780], [2.2442, -2.0294, -1.2349]],
  "lumo_ev": -0.06,
  "homo_lumo_gap_ev": 9.49,
  "smiles": "[H]/N=C/P(=N)(F)F",
  "homo_energy_ev": -9.55,
  "charge": 0
}



i ends up most stable, edging out the next structure by 0.0643 hartree.



i | {
  "formula": "C3H4N2",
  "method": "ωB97M-V/def2-TZVPD",
  "symbols": ["C", "C", "C", "N", "N", "H", "H", "H", "H"],
  "coordinates": [[0.5927, 1.1511, -0.0130], [-0.3541, 0.0360, -0.0101], [-0.1483, -1.5040, 0.1353], [-1.3818, -1.7561, -0.1107], [-1.5889, -0.1999, -0.3241], [1.5984, 0.9938, -0.3783], [0.6158, 1.6283, 0.9847], [0.0124, 1.9764, -0.5595], [0.6537, -2.3257, 0.2757]],
  "lumo_ev": -0.18,
  "homo_lumo_gap_ev": 9.52,
  "smiles": "CC1=CN=N1",
  "homo_energy_ev": -9.70,
  "charge": 0
}



ii | {
  "formula": "C3H4N2",
  "method": "ωB97M-V/def2-TZVPD",
  "symbols": ["N", "C", "C", "C", "N", "H", "H", "H", "H"],
  "coordinates": [[-0.8633, 0.7590, 0.4322], [-1.1923, 0.4780, -0.8322], [0.2553, -0.1450, -0.9495], [0.5268, 0.2058, 0.4668], [0.5216, -1.1584, 0.0586], [0.8918, -0.1098, -1.8175], [1.3995, 0.5568, 1.0350], [-1.3099, 1.1761, 1.2331], [-0.2294, -1.7624, 0.3736]],
  "lumo_ev": 0.94,
  "homo_lumo_gap_ev": 9.74,
  "homo_energy_ev": -8.80,
  "charge": 0
}



i ends up most stable, edging out the next structure by 0.0163 hartree.